Density functional theory data (ωB97M-V with the def2-TZVPD basis set) for a 2-piece molecular cluster, CH8N7 overall at a distorted geometry.

<S²>	2.01
E_tot	-11582.5425	eV

Structure (ORCA input):
```
! RIJCOSX wB97M-V def2-TZVPD def2/J DEFGRID3
* xyz 1 3
C 0.106 -0.060 0.682
N 1.998 -1.452 0.123
N -1.327 -1.050 -3.386
N 1.329 -0.243 0.344
N -0.761 -0.322 -2.636
N -0.199 0.120 -1.758
N -0.425 1.106 1.007
N -1.774 1.131 1.364
H -0.411 -0.913 1.218
H 1.616 -2.196 0.730
H -1.570 -0.622 -4.274
H 2.975 -1.533 -0.056
H -0.121 1.877 0.472
H -1.964 0.949 2.425
H -2.317 0.523 0.686
H 1.879 0.457 -0.036
*
```